{
  "formula": "H28O14",
  "method": "wB97M-V/def2-TZVPD",
  "lumo_ev": -0.076,
  "total_energy_ev": -29116.5449,
  "homo_ev": -10.24,
  "species": ["O", "H", "H", "O", "H", "H", "O", "H", "H", "O", "H", "H", "O", "H", "H", "O", "H", "H", "O", "H", "H", "O", "H", "H", "O", "H", "H", "O", "H", "H", "O", "H", "H", "O", "H", "H", "O", "H", "H", "O", "H", "H"],
  "positions_angstrom": [[1.1818, -2.8690, -2.9907], [1.1714, -2.1819, -3.4923], [2.1023, -2.9625, -2.7430], [0.3016, 2.2845, 3.3457], [0.8246, 1.7782, 4.0229], [-0.1057, 1.6161, 2.8230], [-0.3867, 1.1684, -0.7714], [-0.2386, 0.9234, -1.6330], [-0.5193, 2.2685, -0.8177], [-4.1193, -1.7735, 2.0823], [-3.4504, -1.1969, 1.5244], [-3.7556, -2.6628, 1.8066], [3.3144, -2.1649, 2.1074], [4.0672, -2.6796, 2.2208], [3.4298, -1.8799, 1.2418], [2.4768, 1.2341, -0.0457], [2.8263, 0.9315, 0.7889], [1.6416, 0.8842, -0.1634], [-0.9927, -0.5836, -4.0492], [-0.7228, -1.0418, -4.8448], [-1.9282, -0.5482, -4.0799], [0.9182, -0.8376, 0.4281], [0.7010, -1.2563, -0.4397], [0.4297, -0.0686, 0.3184], [0.2218, 4.4186, 0.4499], [0.2475, 4.3718, 1.3406], [0.3070, 5.3667, 0.3437], [-2.9762, 0.6915, 0.3360], [-2.2457, 1.2655, 0.4669], [-3.6993, 1.2816, 0.5426], [-0.4771, -2.3217, 2.5308], [-0.8994, -2.2319, 3.2968], [-0.3861, -1.7065, 1.8672], [-1.1296, -2.4014, -1.3473], [-0.6277, -3.0781, -1.9132], [-1.3282, -1.9854, -2.2730], [-2.0443, 3.2508, 1.9906], [-1.2456, 3.4417, 2.5640], [-2.4323, 4.1246, 2.2167], [3.2373, -1.2573, -2.9459], [3.0014, -0.6383, -2.3205], [3.3093, -0.9740, -3.7854]]
}